[1]
{"formula": "C23H43BF2O14P2SSi", "method": "ωB97M-V with the def2-TZVPD basis set", "species": ["C", "H", "C", "O", "O", "O", "C", "C", "H", "H", "H", "H", "H", "H", "H", "H", "C", "H", "H", "H", "H", "H", "H", "F", "O", "H", "O", "C", "H", "H", "H", "H", "C", "C", "C", "S", "O", "H", "C", "C", "C", "P", "C", "O", "H", "C", "P", "F", "C", "H", "H", "C", "C", "H", "H", "O", "H", "H", "O", "O", "H", "O", "C", "H", "H", "O", "H", "C", "H", "C", "B", "C", "H", "H", "O", "H", "H", "H", "H", "H", "C", "H", "Si", "O", "H", "C", "H"], "positions_angstrom": [[3.6879, -2.9027, -6.2817], [6.9791, -4.1431, -4.3309], [1.3529, 1.9751, 0.3074], [-3.8781, 0.6364, 0.8571], [4.5978, -3.2039, -5.2223], [-3.2440, 6.2870, 3.8203], [-6.5327, 0.9189, 0.0751], [1.2473, -2.1649, 1.8078], [-1.5232, 0.0528, 2.2450], [6.2021, -2.1932, -1.0802], [0.4697, 2.0364, 3.4711], [-8.2868, 1.7620, 0.9712], [1.0772, -4.2986, 1.9949], [-2.7830, 5.2275, 5.9787], [3.1898, 1.5793, 3.1139], [-5.3369, 2.5285, 5.1297], [4.3972, -2.4240, -7.5384], [-8.5940, 0.2404, 0.0181], [4.3162, -3.6067, -0.7316], [0.9374, 2.9158, 0.6822], [2.3892, 2.1929, 0.0218], [1.5396, -2.0629, 2.8494], [5.2636, -0.9587, -1.8948], [-3.2294, 0.7057, 3.6668], [-4.4485, 2.8853, 4.9921], [3.6763, -2.0388, -8.2603], [-9.0394, -1.1670, 2.2619], [-1.2512, 1.0942, 2.4329], [-6.2094, 2.0822, 1.8534], [0.1827, -2.7508, -1.8618], [8.4561, -3.3124, -4.7859], [7.5389, -3.3147, -7.2180], [0.7446, -1.3042, -0.3541], [4.1007, -2.6394, -1.1898], [1.1090, -1.0480, 0.9681], [-7.7918, -0.1737, 2.2387], [-5.4163, 3.9494, 3.1634], [5.1245, -1.6401, -7.3140], [0.4919, -2.5819, -0.8360], [-2.0060, 4.0654, 2.7370], [-3.0801, 2.9316, 2.7239], [5.3136, -1.9595, -4.4347], [-5.7750, 2.0052, 0.8502], [-0.7719, 6.1852, 3.9072], [0.2145, 0.2870, 3.7920], [3.1243, 0.6801, 2.4947], [-2.1517, 5.3310, 4.0258], [-1.7634, 2.0814, 4.5098], [-4.2971, 1.7331, 1.0362], [3.6726, -1.9866, -0.4272], [4.9406, -3.2413, -8.0125], [0.1681, 1.0780, 3.0372], [0.9936, -3.4430, 1.3305], [0.3843, -4.6810, -0.3234], [3.9100, 0.6833, 1.7369], [-6.5927, -0.9622, 2.2288], [-8.9251, -1.6859, 3.0763], [-5.9769, 2.9720, 0.3746], [4.1757, -1.1065, -4.0006], [6.8064, -2.1649, -5.0119], [-1.2546, 1.5680, 1.4468], [5.7202, -2.6599, -3.0053], [7.4135, -3.4687, -5.0642], [-2.1018, 4.6016, 1.7890], [-6.0679, -0.0652, 0.1210], [-3.3966, 2.7495, 1.3320], [0.8456, 1.6534, -0.6026], [0.6000, -3.6752, 0.0164], [-5.2825, 4.1441, 2.2291], [7.3584, -4.0701, -6.4528], [-4.3613, 3.2447, 3.6780], [-2.3509, 1.6969, 3.3355], [8.0995, -4.8651, -6.5511], [3.1896, -0.2139, 3.1198], [-2.1223, 4.7078, 5.4936], [3.3503, -2.8186, -1.9581], [-0.9881, 3.6640, 2.7608], [2.9612, -2.1580, -5.9503], [0.6489, -0.4816, -1.0581], [-0.0500, 5.5526, 3.7789], [5.3677, -2.0351, -1.7660], [6.3862, -4.5180, -6.6528], [1.4190, 0.6705, 1.6713], [-7.8015, 0.7117, 3.3713], [3.1363, -3.8190, -6.4927], [-7.9385, 0.7612, 0.7161], [-6.6513, 1.1801, -0.9777]], "lowdin_charge": [-0.279, 0.114, -0.158, 0.184, -0.211, -0.248, -0.188, -0.102, 0.125, 0.116, 0.074, 0.111, 0.102, 0.103, 0.030, 0.131, -0.078, 0.109, 0.078, 0.026, 0.033, 0.099, 0.102, 0.106, 0.190, 0.079, -0.150, -0.137, 0.105, 0.105, 0.122, 0.082, -0.104, -0.067, -0.253, 0.601, 0.193, 0.073, -0.094, -0.092, -0.240, 0.565, -0.090, -0.121, 0.089, -0.168, 0.438, 0.084, -0.409, 0.067, 0.066, -0.226, -0.092, 0.102, 0.028, -0.272, 0.104, 0.139, -0.215, -0.213, 0.107, -0.225, -0.254, 0.130, 0.104, 0.033, 0.021, -0.085, 0.099, -0.075, -0.637, -0.455, 0.080, 0.024, -0.099, 0.073, 0.091, 0.106, 0.091, 0.070, -0.278, 0.063, 0.591, -0.288, 0.119, -0.200, 0.123], "total_energy_ev": -96622.13940, "homo_energy_ev": -9.19, "lumo_ha": 0.0120, "orbital_gap_ev": 9.521, "smiles": "C[Si](C)(CCC(F)(F)[C@@](CP(=O)(O)O)(OC(=O)CCCS(=O)(=O)O)B(O)O)c1ccccc1.CCOP(=O)(OCC)OCC", "total_charge": 0}



[2]
{"formula": "C23H43Br9O10S5", "method": "ωB97M-V with the def2-TZVPD basis set", "species": ["H", "H", "C", "C", "H", "H", "H", "C", "H", "H", "H", "S", "C", "H", "O", "Br", "Br", "Br", "C", "C", "Br", "H", "H", "H", "H", "O", "H", "C", "C", "H", "H", "C", "H", "C", "H", "Br", "H", "C", "Br", "C", "O", "S", "C", "H", "C", "S", "C", "H", "H", "H", "C", "H", "H", "O", "C", "H", "H", "C", "O", "H", "Br", "C", "H", "H", "H", "H", "O", "C", "C", "H", "Br", "H", "H", "O", "S", "O", "H", "H", "Br", "C", "O", "H", "H", "H", "C", "H", "O", "H", "S", "H"], "positions_angstrom": [[1.8063, -0.3802, 1.2258], [-0.9961, -4.0913, -3.0392], [-1.6292, -0.0874, 4.2423], [-0.3540, -4.4850, -2.2343], [-3.4118, 1.1048, -2.4740], [0.5569, 1.2838, -1.3437], [-0.2761, 3.0364, 3.3338], [3.2952, -3.1794, 0.6305], [4.0480, -1.7251, 2.8466], [2.1278, 5.9628, 1.7041], [3.7017, 5.7230, 0.9769], [2.5172, 3.6700, 1.5503], [-2.3719, -4.9919, -0.9716], [-2.8762, -6.7032, -2.2187], [-3.1825, -1.3034, -0.2993], [2.9112, 1.8828, -2.9181], [-5.4968, 4.5250, 2.8018], [-1.2216, -2.3378, -6.0540], [-2.6229, 0.6993, 3.4548], [-0.8436, 2.4148, 4.0132], [0.9905, -1.5797, -3.9299], [0.6465, -4.0891, -2.3008], [0.9048, 2.3294, 0.5569], [3.3763, 0.2782, 1.3081], [-0.4901, -4.4673, -0.0778], [0.8549, 0.5127, 4.9782], [-2.5812, 0.5045, 2.3820], [-2.3214, 2.2084, 3.6959], [-2.0688, -6.3797, -1.5691], [-1.3921, -1.1172, 3.9893], [0.8294, 3.7747, -1.3735], [0.8482, 4.3089, -0.4334], [-0.6365, 0.2762, -3.0452], [-2.5913, 0.4454, -2.2011], [2.7171, -3.8257, 2.6307], [-0.2146, 0.6143, -5.8781], [1.6154, 6.2910, -0.7248], [-1.0840, -4.1686, -0.9422], [-6.9467, 1.7240, 2.3664], [-0.5151, 1.2059, -1.1046], [3.4715, 2.8827, 0.8050], [-0.0690, 0.7729, 3.9047], [2.8591, -0.6786, 1.3314], [-2.8422, -5.1405, -0.0036], [3.0101, -1.6447, 2.4907], [3.2310, -1.5773, -0.1712], [-1.2014, 1.0007, -2.4683], [-1.2821, -3.1018, -0.9401], [-1.1861, 1.9037, -3.0692], [-2.7685, -0.4927, -2.7264], [2.5465, -2.9732, 1.9743], [-4.8390, 2.6116, 1.5016], [-2.6195, 2.7580, 2.8081], [2.2729, 3.4977, 2.9473], [0.9174, 3.3974, 0.7502], [-0.6642, 2.6867, 5.0469], [2.4965, -1.2723, 3.3763], [0.3005, -1.2398, -5.6873], [-3.2708, 1.1042, 0.2702], [0.1817, 3.6899, 1.4901], [-6.3839, 3.6395, -0.1353], [-0.8884, 0.0781, -0.2255], [-1.7755, 0.0221, 5.3170], [-3.6431, 0.4862, 3.7789], [-3.0991, -4.5122, -1.6296], [2.9097, -4.0150, 0.0630], [4.5708, -1.2744, -0.6345], [4.4925, 1.3552, -3.8907], [2.0420, 5.3477, -0.3966], [4.9859, 0.6631, -3.2328], [4.0797, 0.3040, -5.4470], [-0.6816, 0.1710, 0.8446], [-0.0527, 4.9154, -0.3658], [0.4714, -6.9201, -1.7524], [-0.5461, -6.2328, -2.5063], [0.3538, 0.4872, 2.5633], [-1.8509, -7.1462, -0.8322], [2.8326, 5.0845, -1.1040], [5.5836, 2.8670, -4.2947], [2.6815, 5.3544, 0.9734], [-0.7494, -6.5462, -3.8833], [-0.4193, -0.8673, -0.5160], [1.4622, -2.9179, 1.7891], [1.1035, -1.4319, -6.3712], [-5.8182, 3.0464, 1.5546], [-0.7438, 2.2120, -0.7498], [2.1150, -1.4985, -1.0806], [-2.8776, 2.5821, 4.5534], [-2.6655, 0.0243, -0.4698], [4.3433, -3.3265, 0.8953]], "lowdin_charge": [0.070, 0.088, -0.213, -0.262, 0.110, 0.074, 0.062, -0.207, 0.128, 0.112, 0.110, 0.670, -0.200, 0.101, -0.313, 0.602, 0.538, 0.601, -0.214, -0.192, 0.666, 0.074, 0.076, 0.100, 0.118, -0.310, 0.076, -0.189, -0.216, 0.111, 0.082, -0.199, -0.003, -0.204, 0.119, 0.592, 0.111, -0.213, 0.587, -0.253, -0.314, 0.683, -0.220, 0.114, -0.217, 0.664, -0.232, 0.088, 0.106, 0.103, -0.216, -0.086, 0.092, -0.307, -0.242, 0.107, 0.106, -1.588, -0.325, 0.090, 0.626, -0.213, 0.114, 0.119, 0.117, 0.103, -0.327, -1.622, -0.193, -0.033, 0.578, 0.072, 0.114, -0.326, 0.646, -0.334, 0.099, 0.107, 0.601, -0.230, -0.313, 0.102, 0.117, -0.031, -1.670, 0.098, -0.404, 0.111, 0.669, 0.106], "total_energy_ev": -729579.40921, "homo_energy_ev": -10.15, "lumo_ha": -0.0041, "orbital_gap_ev": 10.040, "total_charge": 0}



[3]
{"formula": "C23H43BrCdCl2N3O4Si", "method": "ωB97M-V with the def2-TZVPD basis set", "species": ["N", "H", "C", "H", "Cl", "H", "H", "H", "H", "H", "H", "H", "H", "C", "H", "C", "H", "H", "C", "C", "C", "H", "H", "H", "C", "H", "H", "C", "C", "N", "H", "C", "H", "C", "H", "H", "H", "Cl", "H", "O", "C", "C", "H", "O", "H", "C", "Br", "C", "H", "H", "H", "H", "H", "H", "O", "H", "O", "H", "H", "Si", "C", "N", "Cd", "C", "H", "H", "C", "C", "C", "H", "H", "C", "H", "H", "C", "C", "H", "H"], "positions_angstrom": [[1.4260, 3.7100, -0.0464], [-5.0945, 0.1680, -2.1624], [0.3854, -0.2259, -2.5631], [1.9040, 4.5690, -1.9361], [0.3587, -0.4140, 5.0158], [-1.3125, -3.9200, -1.3599], [-0.6281, 3.5889, 0.3238], [-0.5174, -4.9403, -0.1385], [-1.0568, -4.4290, -3.1564], [-3.8918, 1.4072, -2.7023], [0.6968, -4.2938, -3.5852], [-3.4695, -0.3437, -2.6892], [-0.5682, -4.1639, -4.8412], [0.8003, -3.1908, 1.7822], [-3.1404, -2.6178, 1.2318], [-3.2008, 1.8574, -0.3673], [-4.7782, -0.8541, -0.0104], [2.5388, 5.4422, -0.5402], [-0.4655, -2.4075, -3.6236], [-0.9411, -1.6665, -4.6438], [1.5360, 0.1893, -3.2785], [2.3336, 2.5732, 7.8583], [-2.2023, -3.7984, 2.1903], [0.1907, 5.0754, 0.9417], [1.6232, 1.5272, -3.6747], [1.7332, -2.6834, 1.4452], [0.9700, -2.1036, -2.0883], [0.1401, 4.3394, 0.1211], [-2.1830, -2.7678, 1.7685], [-3.5362, 0.6173, -0.8406], [-1.2654, 2.7200, -2.1724], [-0.4686, -3.9557, -0.6500], [3.8076, -0.6456, 6.2536], [1.8233, 1.9568, 7.1031], [1.3588, 2.6041, 6.3561], [1.0621, 1.3536, 7.6144], [0.8977, -4.2957, 1.5437], [-0.2359, -0.1343, 1.2927], [0.6992, -3.0160, 2.9055], [2.4980, 1.9786, 4.3552], [3.1808, -0.1581, 7.0100], [-0.0040, -1.6869, -2.3139], [0.5389, -3.9266, -1.1403], [1.1030, 2.3660, 1.7748], [2.4792, 1.8889, -4.2610], [0.6073, 2.4227, -3.3107], [3.9536, -0.3686, 2.0192], [1.7993, 2.7337, 0.8065], [-3.0717, -1.3208, -0.2555], [4.1684, 0.8944, 4.9178], [2.3464, -0.5028, -3.5594], [0.7069, 3.4732, -3.5853], [-0.0883, 4.8626, -0.8119], [-2.0929, -2.0651, 2.6284], [-2.6861, 2.0756, 0.7310], [3.7640, -0.0017, 7.9347], [-0.7674, -1.7883, -1.0907], [2.7621, 2.2269, 0.6013], [-1.1748, 0.4190, -1.2075], [-0.6469, -2.5451, 0.5840], [2.3332, 4.4292, -0.9320], [2.7949, 1.1049, 6.4397], [1.5816, 0.1994, 2.9238], [-0.4566, 2.0317, -2.4834], [-3.4822, -0.1003, 1.0427], [3.2710, 3.8672, -1.0184], [-4.0313, 0.4528, -2.1819], [3.2039, 1.3644, 5.1868], [-1.2393, -2.1175, -6.0609], [2.3132, -0.7993, 7.2246], [-1.0676, -0.5915, -4.4489], [-0.3215, -3.9055, -3.7846], [-3.4408, 2.6606, -1.1102], [-2.0897, -2.8393, -6.1450], [-0.4664, 0.7281, -1.9895], [-3.7346, -0.4931, 0.0535], [-0.3661, -2.5775, -6.5615], [-1.5071, -1.2232, -6.6595]], "lowdin_charge": [-0.185, 0.085, -0.174, 0.066, -0.310, 0.023, 0.075, 0.024, 0.065, 0.082, 0.090, 0.090, 0.065, -0.245, -0.004, -0.345, 0.097, 0.089, -0.200, -0.113, -0.032, 0.083, 0.033, 0.101, -0.104, -0.029, 0.130, -0.055, -0.201, -0.214, 0.093, -0.232, 0.087, -0.069, 0.084, 0.078, 0.021, 0.142, 0.018, -0.166, -0.095, -0.286, 0.050, -0.172, 0.097, -0.128, -0.350, -0.310, 0.055, 0.107, 0.118, 0.083, 0.083, 0.025, -0.016, 0.083, -0.353, 0.109, 0.062, 0.345, -0.062, -0.233, 0.893, -0.080, 0.092, 0.092, -0.067, -0.399, -0.118, 0.066, 0.103, -0.064, 0.131, 0.079, -0.054, -0.069, 0.074, 0.065], "total_energy_ev": -144742.80532, "homo_energy_ev": -5.30, "lumo_ha": 0.0932, "orbital_gap_ev": 7.832, "total_charge": -1}